The following is a quantum chemistry calculation of a structure of composition C20H21BN5OS2W at a distorted geometry, from the Open Molecules 2025 dataset.

Summary:
Relative energy (zero: lowest compared OMol25 entry of this formula, charge and spin) in kJ/mol: 60.1
Net charge: 0
Kohn-Sham gap (spin up / spin down) in eV: 6.43 / 6.69
Multiplicity: 2
Calculated total energy in eV: -54751.5298

Each line ends with the Löwdin spin population.
Geometry (Å):
W1 -0.030 -0.881 0.339  0.7095
B1 0.802 -1.154 3.477  0.0016
N1 -0.634 -0.535 3.251  0.0052
C1 -1.396 0.080 4.157  0.0009
C2 -2.551 0.540 3.542  0.0015
C3 -2.412 0.160 2.213  0.0067
N2 -1.262 -0.494 2.048  0.0121
N3 1.161 -2.006 2.173  0.0023
C4 2.331 -2.649 1.993  0.0020
C5 2.122 -3.759 1.208  -0.0008
C6 0.754 -3.745 0.920  0.0045
N4 0.161 -2.712 1.521  0.0054
H1 1.630 -0.276 3.597  0.0001
H2 0.752 -1.915 4.418  0.0000
H3 -1.073 0.150 5.185  0.0001
H4 -3.362 1.089 3.990  0.0001
H5 -3.082 0.289 1.378  0.0008
H6 3.235 -2.277 2.451  0.0001
H7 2.859 -4.462 0.849  0.0000
H8 0.167 -4.423 0.320  0.0009
C7 2.350 -1.685 -3.315  0.0023
S1 1.361 -2.669 -2.204  0.0233
O1 1.344 -1.661 -0.910  0.0786
C8 -1.134 -0.411 -2.750  -0.0031
C9 -0.244 0.614 -3.026  -0.0028
C10 -0.102 1.090 -4.324  0.0003
C11 -0.874 0.551 -5.340  -0.0029
C12 -1.791 -0.458 -5.061  0.0003
C13 -1.913 -0.938 -3.770  -0.0012
H9 1.912 -0.691 -3.409  -0.0003
H10 2.313 -2.196 -4.281  0.0009
H11 3.380 -1.616 -2.966  0.0005
H12 0.344 1.015 -2.211  -0.0001
H13 0.611 1.877 -4.538  0.0001
H14 -0.765 0.917 -6.355  -0.0002
H15 -2.403 -0.871 -5.853  0.0001
H16 -2.606 -1.738 -3.536  0.0014
S2 -2.072 -2.190 -0.829  0.1958
C14 -1.228 -0.905 -1.371  0.0054
N5 0.320 0.856 0.367  -0.0382
C15 0.239 2.172 0.860  -0.0029
C16 1.285 2.720 1.593  -0.0039
C17 1.149 3.974 2.174  0.0004
C18 -0.025 4.701 2.014  -0.0035
C19 -1.052 4.173 1.244  0.0004
C20 -0.917 2.918 0.662  -0.0038
H17 2.188 2.135 1.722  0.0000
H18 1.966 4.387 2.754  0.0001
H19 -0.136 5.674 2.480  -0.0002
H20 -1.964 4.739 1.093  0.0001
H21 -1.707 2.493 0.054  0.0000

Forces on the atoms, in the same order (eV/Å):
W -0.98 1.72 -3.29
B -0.10 0.05 -0.04
N 0.00 -0.06 -0.25
C 0.00 -0.04 0.08
C -0.06 0.12 0.06
C -0.06 -0.13 0.03
N 0.14 0.15 0.57
N -0.07 -0.20 0.41
C 0.01 0.04 -0.02
C -0.01 -0.30 -0.08
C 0.31 -0.05 0.45
N 0.42 -0.39 0.35
H -0.07 -0.16 -0.07
H -0.02 0.16 -0.08
H -0.03 -0.03 -0.11
H 0.06 -0.10 -0.03
H 0.04 0.04 0.00
H -0.07 0.00 -0.02
H -0.10 0.09 0.08
H 0.05 0.10 -0.15
C 0.05 0.03 -0.02
S -0.19 0.13 0.29
O -0.08 0.14 0.44
C -0.24 0.19 0.82
C 0.28 0.38 -0.15
C 0.03 0.02 0.17
C -0.04 0.00 -0.09
C 0.01 -0.06 0.04
C -0.32 -0.24 -0.30
H 0.07 -0.12 -0.07
H 0.06 0.07 0.05
H -0.01 0.01 -0.05
H 0.05 0.06 0.00
H -0.03 0.00 0.01
H -0.02 -0.01 0.05
H 0.02 -0.01 0.01
H 0.00 0.03 -0.05
S -0.35 -0.37 0.26
C 0.87 -0.07 0.30
N 0.36 -0.30 0.75
C 0.02 -0.74 -0.36
C 0.24 0.02 0.21
C 0.03 -0.05 -0.07
C 0.03 -0.03 -0.01
C 0.00 -0.07 -0.10
C -0.25 0.09 -0.06
H -0.03 0.05 0.04
H -0.03 -0.04 -0.01
H 0.02 -0.06 -0.05
H 0.03 -0.04 0.01
H -0.04 0.03 0.05

The following is a quantum chemistry calculation of a cluster of 3 separate species, C19H21F6O8 in total at a distorted geometry, from the Open Molecules 2025 dataset.

Summary:
Net charge: -1
Kohn-Sham gap in eV: 7.55
Calculated total energy in eV: -52731.4297

Each line ends with the natural charge from an NBO analysis.
Geometry (Å):
C1 2.431 -3.049 0.257  -0.6569
C2 3.093 -1.881 -0.422  0.0790
C3 4.280 -2.066 -1.060  -0.2510
C4 4.859 -1.021 -1.700  -0.2197
C5 4.270 0.198 -1.714  -0.2315
C6 3.099 0.377 -1.050  -0.1830
C7 2.492 -0.652 -0.393  -0.0117
C8 1.196 -0.373 0.324  -0.4418
C9 -0.015 -1.021 -0.403  -0.0236
O1 0.403 -1.379 -1.745  -0.5157
C10 -0.279 -2.367 -2.318  0.6690
O2 -0.667 -3.389 -1.784  -0.6022
C11 -1.167 0.029 -0.535  0.7307
O3 -2.211 -0.200 0.121  -0.7585
O4 -0.916 0.978 -1.294  -0.7795
H1 3.150 -3.806 0.557  0.2028
H2 1.787 -2.741 1.071  0.2160
H3 1.780 -3.521 -0.480  0.2337
H4 4.710 -3.055 -1.036  0.1964
H5 5.805 -1.179 -2.200  0.1944
H6 4.744 1.001 -2.256  0.2002
H7 2.629 1.347 -1.066  0.2125
H8 1.281 -0.742 1.338  0.2102
H9 1.068 0.700 0.394  0.2309
H10 -0.344 -1.876 0.176  0.2049
H11 -0.453 -2.203 -3.391  0.1030
C12 0.390 2.976 6.607  -0.6365
C13 0.022 2.047 5.470  -0.0798
O5 1.183 1.676 4.708  -0.4688
C14 1.915 0.688 5.198  0.6944
O6 1.711 0.085 6.210  -0.5498
C15 3.069 0.381 4.233  0.8993
F1 3.662 1.500 3.803  -0.3088
F2 2.605 -0.275 3.168  -0.3016
F3 4.001 -0.370 4.815  -0.3054
H12 0.928 3.847 6.228  0.2135
H13 -0.506 3.314 7.125  0.2186
H14 1.040 2.478 7.326  0.2193
H15 -0.642 2.548 4.770  0.2057
H16 -0.492 1.156 5.829  0.2009
C16 -2.879 0.064 -4.693  -0.6329
C17 -3.435 0.438 -3.337  -0.1044
O7 -4.626 1.256 -3.483  -0.4691
C18 -5.754 0.621 -3.711  0.6924
O8 -5.913 -0.560 -3.820  -0.5544
C19 -6.906 1.636 -3.787  0.8954
F4 -6.581 2.705 -4.524  -0.3152
F5 -7.235 2.071 -2.564  -0.3121
F6 -7.996 1.090 -4.329  -0.3117
H17 -2.695 0.958 -5.291  0.2047
H18 -1.944 -0.480 -4.575  0.2224
H19 -3.579 -0.562 -5.251  0.2063
H20 -2.713 1.040 -2.787  0.2584
H21 -3.652 -0.439 -2.730  0.2103

Forces on the atoms, in the same order (eV/Å):
C -0.16 -0.10 -0.73
C -0.93 -1.35 1.36
C 0.11 -0.89 0.17
C 1.87 -0.61 -0.95
C 0.64 1.02 -0.66
C -0.53 1.27 -0.15
C -0.81 0.76 0.64
C 0.12 -0.44 -0.59
C 0.30 0.84 0.92
O -0.69 -0.24 -0.23
C -0.17 -1.17 0.43
O 0.22 0.99 -0.30
C -0.72 -0.39 0.30
O 0.56 -0.07 -0.10
O 0.13 0.39 -0.35
H 0.09 0.02 0.27
H 0.09 -0.10 0.31
H -0.22 -0.14 0.04
H 0.30 -0.10 -0.11
H 0.10 0.07 -0.12
H -0.01 0.24 -0.01
H -0.18 0.17 0.05
H -0.29 -0.19 0.18
H -0.14 0.19 -0.16
H -0.14 -0.35 -0.41
H 0.32 0.18 -0.01
C 0.30 -0.05 0.04
C -0.48 0.26 0.23
O 0.13 -0.07 -0.15
C -0.44 0.22 0.12
O 0.19 -0.15 0.06
C 0.42 -0.03 -0.29
F -0.06 0.08 0.05
F -0.02 -0.05 0.06
F -0.10 -0.06 0.14
H -0.10 0.04 -0.04
H -0.03 -0.01 -0.03
H -0.07 -0.05 0.02
H 0.15 -0.04 -0.16
H 0.17 -0.10 0.00
C -0.38 0.02 -0.24
C 0.78 -0.14 0.09
O -0.23 0.11 0.02
C 0.62 -0.16 0.14
O -0.32 -0.03 -0.10
C -0.27 0.20 -0.07
F 0.04 0.01 -0.04
F 0.04 -0.03 0.08
F 0.00 -0.10 -0.02
H 0.12 0.02 0.07
H 0.03 0.04 0.07
H 0.04 -0.07 0.05
H -0.19 0.09 0.11
H -0.22 0.04 0.00

The following is a quantum chemistry calculation of a cluster of 40 separate species, H80O40 in total at a distorted geometry, from the Open Molecules 2025 dataset.

Summary:
Relative energy (zero: lowest compared OMol25 entry of this formula, charge and spin) in kJ/mol: 719.4
Net charge: 0
Kohn-Sham gap in eV: 9.83
Calculated total energy in eV: -83198.3591

Each line ends with the Löwdin charge.
Geometry (Å):
H1 -5.617 -0.188 1.210  0.0291
H2 -5.669 -0.366 2.566  0.0464
O1 -6.146 -0.755 1.812  -0.0710
H3 0.787 -3.018 -3.862  0.0592
H4 0.012 -3.225 -2.631  0.0187
O2 0.121 -2.562 -3.345  -0.0687
H5 0.041 3.829 1.422  0.0056
H6 -1.582 3.721 1.184  0.0182
O3 -0.706 3.350 1.090  -0.0207
H7 2.045 -5.288 -1.144  0.0487
H8 2.041 -4.233 -0.017  -0.0124
O4 1.626 -4.465 -0.878  -0.0599
H9 3.701 -3.728 1.336  0.0146
H10 3.180 -5.098 1.799  0.0712
O5 2.868 -4.215 1.567  -0.0685
H11 -3.320 4.458 1.915  0.0149
O6 -3.613 4.039 2.726  -0.0353
H12 1.447 6.377 -2.033  0.0422
O7 0.626 5.926 -2.236  -0.0429
H13 -2.676 3.839 -4.308  0.0418
H14 -3.939 3.332 -3.550  0.0191
O8 -3.316 4.061 -3.633  -0.0541
H15 1.509 0.468 -0.896  0.0192
H16 2.421 1.167 -1.884  0.0532
O9 2.194 0.265 -1.546  -0.0858
H17 -0.244 -2.081 -0.448  0.0061
H18 0.474 -1.275 -1.464  0.0043
O10 -0.250 -1.185 -0.824  -0.0551
H19 -0.349 -4.725 2.394  -0.0234
H20 -1.661 -5.228 3.022  0.0417
O11 -0.805 -4.837 3.220  -0.0474
H21 -2.471 -2.364 -5.924  0.0262
O12 -1.657 -2.689 -5.581  -0.0350
H22 0.550 3.793 4.868  0.0138
H23 -0.756 4.138 4.022  0.0167
O13 -0.160 4.423 4.722  -0.0434
H24 -3.837 0.305 -3.973  0.0212
H25 -2.603 0.878 -4.270  0.0205
O14 -3.480 1.237 -4.027  -0.0858
H26 0.283 2.745 -1.280  0.0414
H27 1.773 3.169 -0.866  0.0557
O15 1.233 2.625 -1.440  -0.0487
H28 -3.965 3.487 -1.215  0.0006
H29 -4.650 4.730 -0.773  0.0478
O16 -4.553 3.807 -0.515  -0.0453
H30 -0.682 -5.157 -1.987  0.0406
H31 -1.120 -5.700 -3.177  0.0773
O17 -1.130 -4.808 -2.786  -0.0623
H32 -2.217 2.740 -2.148  0.0076
H33 -2.099 1.125 -2.251  -0.0065
O18 -1.970 1.911 -1.735  -0.0500
H34 3.443 -2.244 -3.597  0.0268
O19 3.725 -1.534 -4.177  -0.0537
H35 1.258 6.127 0.871  0.0138
H36 0.460 6.760 -0.305  -0.0030
O20 0.552 6.722 0.655  -0.0437
H37 -0.994 -0.425 -3.472  0.0486
O21 -0.790 0.522 -3.626  -0.0685
H38 -4.521 -1.997 -3.694  0.0436
H39 -5.008 -0.909 -2.887  0.0550
O22 -4.941 -1.129 -3.827  -0.0480
H40 3.410 1.035 0.193  0.0289
H41 2.399 0.177 1.001  0.0495
O23 3.272 0.573 1.013  -0.0275
H42 1.364 3.475 3.197  -0.0037
H43 1.601 1.883 3.356  0.0115
O24 1.680 2.673 2.795  -0.0522
H44 -1.388 1.571 2.843  0.0219
H45 -2.431 2.270 3.823  0.0173
O25 -1.879 1.506 3.667  -0.0627
H46 1.541 3.238 -4.078  0.0004
H47 2.764 4.007 -3.643  0.0258
O26 2.161 3.886 -4.383  -0.0475
H48 5.088 -1.949 3.381  0.0563
H49 5.719 -0.618 3.691  0.0601
O27 4.871 -1.013 3.442  -0.0478
H50 6.295 1.511 1.793  0.0427
H51 4.908 1.239 2.085  -0.0052
O28 5.684 1.627 2.536  -0.0663
H52 -2.951 -2.233 1.717  0.0285
H53 -4.370 -2.148 1.933  0.0163
O29 -3.698 -2.837 1.778  -0.0426
H54 -3.767 -3.275 -0.763  0.0217
H55 -2.611 -3.044 -1.845  0.0108
O30 -3.545 -3.219 -1.698  -0.0384
H56 4.699 -1.397 -2.453  0.0625
H57 4.265 -1.098 -1.101  0.0226
O31 4.158 -1.795 -1.750  -0.0723
H58 4.447 -2.574 -0.146  0.0275
O32 4.615 -2.439 0.801  -0.0517
H59 3.533 0.654 4.455  0.0415
H60 3.000 -0.711 4.518  0.0229
O33 2.746 0.188 4.767  -0.0635
H61 3.064 -0.837 -4.193  0.0298
H62 -4.571 4.134 2.743  0.0546
H63 0.064 0.417 -3.165  0.0444
H64 0.223 6.194 -3.059  0.0508
H65 -1.419 -3.103 -4.766  -0.0150
H66 4.554 -1.535 1.099  0.0181
O34 0.543 -1.867 6.675  -0.0478
H67 1.079 -1.079 6.475  0.0151
H68 1.073 -2.445 6.099  0.0472
O35 0.159 -2.797 1.346  -0.0705
H69 1.037 -2.899 0.960  0.0346
H70 0.278 -2.614 2.298  0.0334
O36 0.123 1.233 4.822  -0.0973
H71 -0.618 1.349 5.424  0.0612
H72 0.783 0.847 5.434  0.0285
O37 -1.452 -4.803 0.457  -0.0590
H73 -2.039 -4.079 0.209  0.0032
H74 -0.732 -4.235 0.797  -0.0186
O38 0.742 -1.469 3.575  -0.0313
H75 0.358 -1.157 4.391  0.0210
H76 0.536 -0.863 2.856  0.0560
O39 1.227 -1.211 -6.191  -0.0437
H77 1.308 -0.253 -6.262  0.0401
H78 0.774 -1.249 -5.346  -0.0179
O40 -3.340 0.777 1.101  -0.0445
H79 -3.002 0.116 0.489  0.0310
H80 -3.200 1.613 0.637  0.0167

Forces on the atoms, in the same order (eV/Å):
H -0.68 -0.50 -0.71
H -0.72 -0.56 0.73
O 1.70 1.20 0.04
H 0.27 0.06 -0.53
H -0.22 0.48 -0.46
O 0.34 -0.10 0.69
H -0.17 0.82 0.53
H 0.39 0.74 0.30
O -0.25 -1.76 -0.95
H 0.06 -0.01 0.05
H 0.03 -0.59 -0.32
O -0.16 0.40 -0.02
H -0.58 0.28 0.32
H -0.36 -0.01 0.08
O 0.69 -0.24 -0.09
H -0.35 0.17 -0.19
O 0.23 -0.12 0.35
H 0.04 0.31 -0.83
O -0.31 -0.63 1.11
H -0.13 -0.40 -0.21
H 0.21 -0.37 -0.57
O -0.05 0.68 0.85
H -0.19 0.14 -0.25
H -0.69 -1.10 0.30
O 0.60 0.52 -0.60
H -0.32 0.53 0.41
H -0.17 0.25 -0.23
O 0.39 -0.49 -0.34
H -0.02 -0.18 -0.28
H 0.08 0.10 -0.32
O 0.04 -0.06 1.18
H -1.11 -0.29 0.91
O 2.17 0.46 -1.83
H -0.48 -0.49 -0.12
H 0.24 -0.53 0.12
O 0.10 0.91 0.14
H -1.03 1.16 -0.06
H 0.20 1.38 -0.12
O 0.49 -2.39 -0.31
H 0.12 0.21 0.38
H -0.62 0.38 0.32
O 0.12 0.00 -0.58
H -0.06 -0.26 0.18
H -0.21 0.10 0.11
O 0.39 0.18 -0.23
H -0.32 1.13 0.62
H -0.65 0.54 -0.96
O 0.80 -2.05 0.72
H -0.23 -0.48 -0.89
H -0.23 0.33 -0.96
O 0.55 0.98 2.58
H -0.54 0.28 0.03
O 0.72 0.07 -1.00
H 0.56 -0.38 -0.07
H -0.05 -0.38 0.04
O -0.65 0.67 0.13
H -0.60 0.13 -0.66
O 1.12 -2.03 0.41
H -0.10 -0.04 -0.48
H -0.45 0.36 0.01
O 0.55 -0.61 0.77
H -0.43 0.05 -0.54
H -0.05 0.11 -0.14
O 0.88 -0.35 0.98
H -0.26 -0.07 0.81
H -0.39 0.80 0.26
O 0.81 -0.57 -1.19
H -0.33 0.54 -0.07
H -0.21 0.36 -0.78
O -0.70 -0.53 0.37
H -0.63 -0.51 0.41
H -0.08 0.03 0.02
O 0.65 0.49 -0.42
H -0.18 -0.19 -0.04
H -0.21 0.32 -0.12
O 0.50 -0.35 -0.01
H 0.50 0.33 0.48
H -0.36 0.19 0.78
O -0.20 -0.55 -1.17
H 0.71 -0.35 0.13
H -0.62 -0.64 -0.07
O -0.13 1.00 -0.27
H 0.30 0.14 0.18
H 0.03 -0.19 0.42
O -0.54 0.24 -0.61
H -0.31 -0.59 -0.42
H -0.66 0.31 0.44
O 1.06 0.32 0.46
H 0.20 0.65 0.03
O 0.47 -1.33 0.32
H -0.17 0.26 0.22
H -0.29 0.03 -0.09
O 0.39 0.00 0.00
H -0.27 -0.35 0.14
H 0.07 -0.02 -0.15
H 0.05 1.12 -0.11
H 0.43 0.41 -0.31
H -1.15 -0.08 1.02
H -0.31 0.65 -0.12
O 1.21 0.42 -1.11
H -0.41 0.29 0.73
H -0.63 -0.69 0.36
O 0.06 -0.17 -0.29
H 0.12 0.02 0.47
H 0.09 -0.11 0.15
O 1.61 -0.77 1.84
H -0.53 0.18 -0.58
H 0.18 0.41 -0.71
O 0.30 0.58 -0.42
H -0.62 -0.44 -0.04
H 0.04 -0.36 -0.16
O 0.56 -0.89 -0.73
H -0.60 0.50 0.13
H -0.19 0.51 0.57
O 0.16 0.60 0.31
H 0.18 0.04 -0.53
H -0.52 -0.53 0.17
O -0.27 -0.17 -0.10
H 0.15 0.10 -0.13
H -0.01 -0.07 -0.04

- Among the records above, which one has the lowest calculated total energy?
  H80O40

- Which of these has the lowest calculated total energy?
  H80O40

- Among the records above, which one has the lowest calculated total energy?
  H80O40